An isolated molecule of C5H5NO2 at a distorted geometry. Source: the Open Molecules 2025 dataset; level of theory: ωB97M-V/def2-TZVPD.

Results
SMILES string	O=C1N[C@H]2C=CO[C@H]12
orbital gap	10.4	eV
2S+1	1
total charge	0
LUMO	0.9	eV
HOMO	-9.5360	eV
energy relative to the best compared isomer or geometry (same formula, charge and spin)	100.9	kcal/mol

Structure (XYZ):
```
13
C5H5NO2, DFT ωB97M-V/def2-TZVPD
O -2.1641 1.9279 0.9822
C -1.4038 1.1021 0.6600
N -1.5769 -0.2341 0.5328
C -0.0638 -0.4477 0.4387
C 0.8520 -1.1693 -0.4504
C 1.6467 -0.1739 -0.9030
O 1.2571 1.1142 -0.3864
C -0.0293 0.8658 -0.1579
H -2.1915 -0.8990 0.9954
H 0.4735 -0.4184 1.4476
H 1.0754 -2.2402 -0.7222
H 2.6694 -0.2149 -1.3316
H -0.5448 0.7874 -1.1051
```

In the natural (NBO) picture, each atom carries the following charge in e: O -0.535; C 0.697; N -0.627; C -0.104; C -0.304; C 0.117; O -0.479; C -0.007; H 0.413; H 0.192; H 0.247; H 0.218; H 0.172



A structure of composition C5H5NO2 at a distorted geometry. Source: the Open Molecules 2025 dataset; level of theory: ωB97M-V/def2-TZVPD.

Results
orbital gap	9.3	eV
2S+1	1
total charge	0
LUMO	-0.2	eV
HOMO	-9.4979	eV
energy relative to the best compared isomer or geometry (same formula, charge and spin)	214.8	kcal/mol

Structure (XYZ):
```
13
C5H5NO2, DFT ωB97M-V/def2-TZVPD
C -2.5362 -0.2791 -0.1453
C 0.9593 -0.1696 0.6191
C 1.1334 -1.3760 -0.2187
C 1.5409 0.9662 -0.0095
C 1.7733 2.2017 -0.3552
H -3.1920 -0.3918 -0.9413
H -2.9611 -0.0477 0.7151
H 1.0104 -0.2955 1.7184
H -0.0475 -1.7883 -0.8445
H 1.7050 3.3517 -0.4785
N -1.2115 -0.1873 -0.4715
O -0.5561 -0.0094 0.6076
O 2.3823 -1.9749 -0.1958
```

In the natural (NBO) picture, each atom carries the following charge in e: C -0.160; C -0.129; C 0.372; C -0.060; C -0.163; H 0.176; H 0.168; H 0.275; H 0.230; H 0.279; N -0.096; O -0.365; O -0.528



A cluster of 2 separate species, C5H5NO2 in total at a distorted geometry. Source: the Open Molecules 2025 dataset; level of theory: ωB97M-V/def2-TZVPD.

Results
orbital gap	8.3	eV
2S+1	1
total charge	0
LUMO	0.5	eV
HOMO	-7.8135	eV
energy relative to the best compared isomer or geometry (same formula, charge and spin)	89.1	kcal/mol

Structure (XYZ):
```
13
C5H5NO2, DFT ωB97M-V/def2-TZVPD
C -0.0841 -3.2333 -0.3446
C 1.5102 1.3687 0.3295
C 0.7128 0.4972 -0.3051
C -2.4466 1.7400 -0.5216
C 0.7969 -1.0123 0.4642
N 0.2403 -2.1412 0.2139
O -2.7231 2.5372 -1.2562
O -2.2202 0.9105 0.2676
H -1.0499 -3.7149 -0.1513
H 1.5516 2.3823 -0.0351
H 2.2433 1.0848 1.0904
H -0.0216 0.6111 -1.0305
H 1.4905 -1.0301 1.2788
```

In the natural (NBO) picture, each atom carries the following charge in e: C -0.036; C -0.394; C -0.176; C 1.017; C -0.026; N -0.336; O -0.488; O -0.527; H 0.169; H 0.203; H 0.208; H 0.203; H 0.183



A cluster of 2 separate species, C5H5NO2 in total. Source: the Open Molecules 2025 dataset; level of theory: ωB97M-V/def2-TZVPD.

Results
orbital gap (spin up / spin down)	7.3 / 7.4	eV
2S+1	1
total charge	0
LUMO (spin up / spin down)	-0.6 / -0.7	eV
HOMO (spin up / spin down)	-7.9101 / -8.1113	eV
energy relative to the best compared isomer or geometry (same formula, charge and spin)	124.0	kcal/mol

Structure (XYZ):
```
13
C5H5NO2, DFT ωB97M-V/def2-TZVPD
C 0.8955 -1.5941 -0.4674
C 0.0758 -0.9495 0.6005
C -0.3127 1.3085 -0.1585
C 0.1496 2.2598 0.6073
N -1.0505 0.8722 -1.1241
C -1.9900 0.0359 -0.8304
O 0.1095 -1.0187 1.7652
O -1.8547 -0.9771 -0.1642
H 1.9235 -1.2400 -0.3576
H 0.8690 -2.6755 -0.3109
H 0.5239 -1.3420 -1.4550
H -0.2852 3.2545 0.5828
H 0.9463 2.0660 1.3124
```

In the natural (NBO) picture, each atom carries the following charge in e: C -0.749; C 0.726; C 0.243; C -0.542; N -0.498; C 0.586; O -0.473; O -0.530; H 0.255; H 0.256; H 0.251; H 0.236; H 0.238



A structure of composition C5H5NO2 at a distorted geometry. Source: the Open Molecules 2025 dataset; level of theory: ωB97M-V/def2-TZVPD.

Results
orbital gap	9.6	eV
2S+1	1
total charge	0
LUMO	0.7	eV
HOMO	-8.8943	eV
energy relative to the best compared isomer or geometry (same formula, charge and spin)	150.0	kcal/mol

Structure (XYZ):
```
13
C5H5NO2, DFT ωB97M-V/def2-TZVPD
C -3.1013 0.1834 -0.1028
C -1.7308 0.2613 -0.1262
C 0.2183 -0.3450 0.0297
C 0.6559 1.0817 0.0462
C 1.9474 0.9675 -0.0115
H -3.6977 -0.8022 -0.0917
H -3.5746 1.1588 -0.3649
H -1.3261 1.1708 -0.1172
H -0.1588 2.0404 0.4518
H 2.6058 1.8481 0.3791
N 2.3443 -0.3656 -0.1745
O -1.0334 -0.8223 0.3064
O 1.2590 -1.1464 -0.0624
```

In the natural (NBO) picture, each atom carries the following charge in e: C -0.435; C 0.090; C 0.585; C -0.412; C -0.088; H 0.223; H 0.208; H 0.178; H 0.249; H 0.241; N -0.177; O -0.434; O -0.228



An isolated molecule of C5H5NO4 at a distorted geometry. Source: the Open Molecules 2025 dataset; level of theory: ωB97M-V/def2-TZVPD.

Results
SMILES string	O=C/C=C\C=C(\O)[N+](=O)[O-]
orbital gap	8.8	eV
2S+1	1
total charge	0
LUMO	-0.5	eV
HOMO	-9.2770	eV
energy relative to the best compared isomer or geometry (same formula, charge and spin)	93.5	kcal/mol

Structure (XYZ):
```
15
C5H5NO4, DFT ωB97M-V/def2-TZVPD
O 0.0428 -1.0440 1.5029
C 0.5959 -1.7881 0.7329
C 1.0698 -1.4901 -0.6183
C 0.9670 -0.2875 -1.2526
C 0.7632 0.9366 -0.4284
C -0.3673 1.3703 0.1288
O -0.5256 2.4305 0.8892
N -1.6481 0.5843 0.1200
O -1.7181 -0.3710 -0.5801
O -2.4786 1.0000 0.8709
H 0.5290 -2.8174 1.1449
H 1.3134 -2.4803 -1.2112
H 1.2357 -0.1460 -2.3173
H 1.6009 1.5858 -0.1749
H -1.3800 2.5169 1.1931
```

In the natural (NBO) picture, each atom carries the following charge in e: O -0.538; C 0.370; C -0.315; C -0.087; C -0.314; C 0.401; O -0.649; N 0.526; O -0.346; O -0.390; H 0.134; H 0.223; H 0.230; H 0.248; H 0.506



An isolated molecule of C5H5NOS at a distorted geometry. Source: the Open Molecules 2025 dataset; level of theory: ωB97M-V/def2-TZVPD.

Results
SMILES string	S=C1NC=C[C@@H]2O[C@@H]12
orbital gap	8.7	eV
2S+1	1
total charge	0
LUMO	0.0	eV
HOMO	-8.7188	eV
energy relative to the best compared isomer or geometry (same formula, charge and spin)	123.1	kcal/mol

Structure (XYZ):
```
13
C5H5NOS, DFT ωB97M-V/def2-TZVPD
S -3.1430 -0.4538 0.0737
C -1.4797 -0.2361 -0.1064
N -0.8351 0.9934 0.0512
C 0.5390 1.2388 -0.1710
C 1.4293 0.2760 -0.0092
C 0.8609 -1.0612 0.4961
O 0.4062 -2.2751 -0.1555
C -0.2152 -1.1244 -0.3945
H -1.4833 1.6451 0.0642
H 0.7367 2.3519 -0.3149
H 2.4175 0.6513 0.3544
H 0.7103 -1.1086 1.5115
H 0.0564 -0.8974 -1.3998
```

In the natural (NBO) picture, each atom carries the following charge in e: S -0.108; C 0.105; N -0.583; C 0.006; C -0.274; C -0.016; O -0.400; C 0.024; H 0.403; H 0.233; H 0.222; H 0.202; H 0.186



An isolated molecule of C5H5NS at a distorted geometry. Source: the Open Molecules 2025 dataset; level of theory: ωB97M-V/def2-TZVPD.

Results
orbital gap (spin up / spin down)	8.3 / 8.7	eV
2S+1	1
total charge	0
LUMO (spin up / spin down)	-0.7 / -0.3	eV
HOMO (spin up / spin down)	-8.9672 / -8.9531	eV
energy relative to the best compared isomer or geometry (same formula, charge and spin)	120.3	kcal/mol

Structure (XYZ):
```
12
C5H5NS, DFT ωB97M-V/def2-TZVPD
C 1.1421 -1.4634 0.4583
C 0.2581 -1.6476 1.4995
C 0.6836 -0.4309 -0.3267
C -0.4455 0.2273 -0.0004
C -0.8137 1.5386 -0.6685
N 0.2005 1.5872 -1.6873
S -1.0408 -0.5489 1.5539
H 2.0059 -1.9684 0.2939
H 0.4974 -2.2167 2.2832
H -1.7201 1.5495 -1.1062
H -0.5449 2.4444 0.0338
H -0.2226 0.9290 -2.3334
```

In the natural (NBO) picture, each atom carries the following charge in e: C -0.350; C -0.383; C 0.152; C -0.290; C -0.309; N -0.367; S 0.397; H 0.228; H 0.221; H 0.203; H 0.205; H 0.294



An isolated molecule of C5H5O3PS at a distorted geometry. Source: the Open Molecules 2025 dataset; level of theory: ωB97M-V/def2-TZVPD.

Results
orbital gap (spin up / spin down)	6.9 / 6.3	eV
2S+1	1
total charge	0
LUMO (spin up / spin down)	-2.2 / -2.6	eV
HOMO (spin up / spin down)	-9.0445 / -8.8789	eV

Structure (XYZ):
```
15
C5H5O3PS, DFT ωB97M-V/def2-TZVPD
C -1.5284 2.6115 3.4734
C -1.0975 1.6866 2.8358
C -0.9206 0.1015 0.9849
C -0.4431 0.6199 2.1943
C 0.8947 -1.0103 -3.2305
O 1.5043 -2.3691 -0.7417
O -0.3358 -0.8623 0.3692
O 0.6309 -0.3500 -2.0153
P 1.1252 -0.9746 -0.5823
S 1.0183 0.0827 2.8394
H -1.9341 3.4164 4.0102
H -1.7744 0.5764 0.5001
H -0.0510 -1.1367 -3.7572
H 1.3441 -1.9882 -3.0438
H 1.5674 -0.4037 -3.8364
```

In the natural (NBO) picture, each atom carries the following charge in e: C -0.148; C -0.072; C 0.290; C -0.351; C -0.259; O -1.022; O -0.694; O -0.805; P 1.955; S 0.102; H 0.235; H 0.183; H 0.191; H 0.208; H 0.186



A structure of composition C5H5O3Zn at a distorted geometry. Source: the Open Molecules 2025 dataset; level of theory: ωB97M-V/def2-TZVPD.

Results
orbital gap (spin up / spin down)	6.8 / 8.3	eV
2S+1	2
total charge	0
LUMO (spin up / spin down)	0.2 / -0.4	eV
HOMO (spin up / spin down)	-6.5430 / -8.6800	eV
expectation value of S²	0.76

Structure (XYZ):
```
14
C5H5O3Zn, DFT ωB97M-V/def2-TZVPD
O -0.7982 -1.4442 -1.6774
C 0.1036 -0.6028 -1.6367
O 1.1439 -0.7541 -0.8355
Zn -2.1103 -1.5199 -0.1185
H 0.2008 0.1675 -2.4232
O -1.3314 -0.5363 2.7325
C -1.3395 -0.2501 1.3794
C -0.5200 0.6682 0.9144
C 0.3491 1.2660 0.0829
C 1.6063 0.5367 -0.3573
H -1.9806 -1.2203 2.9105
H 0.2349 2.3077 -0.2331
H 2.1135 1.0685 -1.1753
H 2.3280 0.3131 0.4372
```

In the natural (NBO) picture, each atom carries the following charge in e: O -0.725; C 0.703; O -0.488; Zn 0.771; H 0.142; O -0.697; C -0.256; C -0.052; C -0.398; C -0.104; H 0.478; H 0.220; H 0.185; H 0.219



A structure of composition C5H5O6Tl at a distorted geometry. Source: the Open Molecules 2025 dataset; level of theory: ωB97M-V/def2-TZVPD.

Results
orbital gap (spin up / spin down)	5.5 / 8.1	eV
2S+1	2
total charge	+3
LUMO (spin up / spin down)	-16.5 / -16.0	eV
HOMO (spin up / spin down)	-21.9978 / -24.1383	eV
energy relative to the best compared isomer or geometry (same formula, charge and spin)	31.5	kcal/mol
expectation value of S²	0.79

Structure (XYZ):
```
17
C5H5O6Tl, DFT ωB97M-V/def2-TZVPD
O -1.5524 0.4618 -0.2413
C 1.1783 4.3317 0.3082
C -1.7907 -0.6990 -0.5637
O 1.7579 5.1740 0.8198
O 0.6359 3.4876 -0.2930
C -2.3145 -1.7218 0.3036
Tl -0.0425 1.7308 -0.8904
H -2.7798 -2.5785 -0.1906
H -2.4433 -1.4578 1.3559
C -0.4524 -1.8069 -0.6694
O 0.5898 -1.6326 0.3011
C 1.3866 -0.6066 0.2774
O 1.2158 0.3948 -0.4177
O 2.3619 -0.7442 1.1192
H -0.0556 -1.5218 -1.6536
H -0.5632 -2.8888 -0.7735
H 2.8682 0.0773 1.2080
```

In the Mulliken picture, each atom carries the following charge in e: O -0.460; C 0.823; C 0.876; O -0.063; O -0.436; C -0.387; Tl 1.395; H 0.358; H 0.321; C -0.679; O -0.263; C 0.923; O -0.481; O -0.288; H 0.476; H 0.478; H 0.407



An isolated molecule of C5H5P at a distorted geometry. Source: the Open Molecules 2025 dataset; level of theory: ωB97M-V/def2-TZVPD.

Results
SMILES string	C1=P[C@H]2[C@H]3[C@@H]1[C@@H]23
orbital gap	8.9	eV
2S+1	1
total charge	0
LUMO	0.4	eV
HOMO	-8.4907	eV
energy relative to the best compared isomer or geometry (same formula, charge and spin)	43.1	kcal/mol

Structure (XYZ):
```
11
C5H5P, DFT ωB97M-V/def2-TZVPD
C 0.5917 1.0035 -1.4531
P 1.3324 2.1096 -0.3742
C 0.5360 0.8258 1.0129
C -0.7483 0.2148 0.4731
C -0.0363 -0.1302 -0.7621
C 0.5041 -0.4921 0.5663
H 0.7295 0.6562 -2.4859
H 0.6040 1.0559 2.0667
H -1.7622 0.1554 0.8967
H -0.4705 -0.8010 -1.3822
H 0.9296 -1.3775 0.9107
```

In the natural (NBO) picture, each atom carries the following charge in e: C -0.558; P 0.536; C -0.409; C -0.196; C -0.282; C -0.227; H 0.232; H 0.223; H 0.240; H 0.212; H 0.228